# 1
Formula: C40H76ClF7N7O7P2S
Source: OMol25
Level of theory: wB97M-V/def2-TZVPD

Results
total charge	+1
multiplicity	3
LUMO (alpha / beta)	-2.84 / -2.84	eV
orbital gap (alpha / beta)	7.05 / 7.98	eV
total energy	-128421.6603	eV
HOMO (alpha / beta)	-9.89 / -10.82	eV
molecular weight	1029.54	g/mol

```
141
C40H76ClF7N7O7P2S wB97M-V/def2-TZVPD
Cl 0.6325 0.6763 2.2505
S -1.1703 3.5500 3.3307
P -0.1341 3.6607 1.6867
P -1.1860 1.0114 1.2724
F -3.5748 2.7428 1.3407
F -6.1234 1.5813 0.6852
F -4.5426 0.1708 1.3397
F -5.6474 -0.2040 -0.4805
F -4.6695 1.7519 -1.7674
F -4.4432 3.7190 -0.3966
F -3.1169 0.5612 -0.8590
O 0.0995 3.5529 -3.0665
O 5.1915 -1.2786 2.4074
O -3.7161 2.8042 -4.7426
O -5.5180 -5.7103 1.2655
O 0.7447 4.0511 -0.7525
O -1.0449 -0.1516 0.1343
O 1.3910 0.4343 -0.5543
N -2.5492 0.4625 -3.4049
N -4.6549 -5.3269 0.3846
N -1.8109 2.9705 -1.9221
N 5.0450 -1.5614 3.6614
N -0.7843 -1.0947 -3.5973
N -3.7285 5.8775 1.1752
N -0.9132 0.6239 -5.1311
C -5.8964 -4.7998 -2.2119
C -2.1452 4.8396 -0.3374
C -2.0941 3.2977 -0.4520
C 6.1555 -3.6720 2.9800
C 7.3747 -0.8025 5.2600
C 4.3258 -0.5258 5.8297
C -2.5317 5.5168 0.9656
C 2.6280 -0.2467 -0.3840
C 6.4173 0.2495 4.7069
C 7.3985 -2.0249 4.3460
C -0.8395 2.6314 0.2438
C -2.5275 3.8167 -2.9418
C 4.1667 0.7358 3.7484
C 5.0122 -0.3012 4.4689
C -3.5086 2.8061 -0.0135
C -4.0587 1.4664 -0.5905
C 2.0950 4.4799 -0.6939
C 2.3866 -1.6088 0.2612
C 0.3649 2.6751 -0.8110
C -2.6529 3.2656 -4.3518
C 0.7728 3.3068 -4.2883
C -6.0914 -3.8497 -1.0326
C -4.5743 -7.7556 -0.1098
C 5.4881 -3.3785 5.3272
C 1.6044 1.8287 -0.6059
C -3.1540 -6.2269 -1.4086
C -5.6748 -6.2234 -1.7095
C -1.1409 0.3680 -3.7378
C -5.2884 -3.0809 1.2015
C -5.1268 0.7637 0.3040
C -3.6997 -3.2501 -0.6419
C 2.2214 2.8482 -4.1998
C -0.3743 2.5179 -2.2564
C 3.3434 -2.6521 -0.3056
C 6.0141 -2.6216 4.0759
C -4.5314 -6.3502 -0.6986
C -4.9454 -3.9185 -0.0241
C -0.2778 1.0639 -2.6658
C 3.2181 6.5488 -1.6156
C 2.0908 6.0114 -0.7390
H 3.1179 -2.7991 -1.3570
H -0.0938 4.9978 1.2864
H 6.8233 0.6357 3.7662
H -4.3681 -8.4754 -0.9015
H 4.0363 1.6200 4.3711
H 3.2953 0.3216 0.2675
H -0.5029 0.5208 -1.7552
H -5.5478 -7.9992 0.3109
H -3.5360 3.9195 -2.5632
H -1.1977 5.2677 -0.6454
H -3.7986 6.3496 2.0715
H 0.2065 -1.2174 -3.7779
H 4.1448 6.0082 -1.4577
H -2.2989 2.0613 -2.0940
H -3.4563 -3.6216 -1.6366
H -3.0744 0.5309 -4.2657
H 2.5427 -1.5090 1.3275
H 2.5135 2.5738 -5.2101
H 3.4162 7.5787 -1.3410
H -6.7790 -4.7722 -2.8531
H 1.1566 6.2863 -1.2204
H 0.8095 4.2733 -4.7796
H 8.3786 -0.3814 5.3315
H 3.1786 0.3334 3.5239
H 5.1842 -4.0813 2.6982
H 7.0910 -1.0903 6.2758
H 0.7601 0.8310 -2.8539
H -5.0556 -4.4798 -2.8353
H -2.5649 -5.3865 -1.0520
H 5.2514 -4.4142 5.0886
H -3.2560 -6.1279 -2.4904
H 4.6231 1.0626 2.8145
H 2.7115 4.1327 -1.5173
H 6.3575 1.0986 5.3904
H -5.4798 -6.8898 -2.5512
H 0.2408 2.6729 -4.9870
H 6.6345 -3.2774 2.0856
H -2.1087 4.8143 -2.9730
H 7.8586 -1.7379 3.3951
H -6.6027 -6.5760 -1.2491
H 6.2181 -3.3903 6.1370
H 4.5645 -2.9630 5.7195
H -2.5358 -7.1033 -1.2200
H -6.1921 -2.8230 -1.3915
H -1.5563 1.2533 -5.5786
H -6.2264 -3.3787 1.6648
H -2.8441 -0.3842 -2.9438
H 2.0928 2.0893 0.3269
H 2.9502 6.5507 -2.6648
H -7.0320 -4.0963 -0.5314
H 4.3705 -2.3261 -0.2047
H 3.2085 -3.5832 0.2276
H 2.3832 1.9700 -3.5875
H 4.1320 0.4345 6.3065
H 3.1392 -0.3542 -1.3424
H -0.9175 -1.3857 -2.6313
H -3.8728 -2.1779 -0.7439
H 6.7745 -4.4872 3.3521
H -0.8354 -0.9902 0.5565
H -3.8226 -7.8795 0.6704
H 1.2085 3.2974 1.8159
H -1.7779 5.7665 1.6997
H -2.8276 -3.3872 0.0015
H 2.2852 1.9950 -1.4390
H 8.0393 -2.7972 4.7738
H -4.4986 -3.1561 1.9521
H 0.0456 0.7796 -5.3848
H 3.3671 -1.0314 5.7044
H 1.3607 -1.8851 0.0403
H -5.3814 -2.0404 0.9235
H 2.8793 3.6612 -3.9260
H 4.9290 -1.0998 6.5293
H -1.8203 3.3590 -5.0621
H 2.5865 4.1874 0.2312
H -2.8688 5.2593 -1.0222
H 2.1431 6.4395 0.2527
```

---

# 2
Formula: C47H57GeN3O2ReSeSi4
Source: OMol25
Level of theory: wB97M-V/def2-TZVPD

Results
total charge	+1
multiplicity	1
LUMO	-4.28	eV
energy above the lowest of the compared OMol25 structures with the same formula, charge and spin	1.658	eV
orbital gap	5.97	eV
total energy	-213724.6690	eV
HOMO	-10.24	eV
molecular weight	1146.11	g/mol

```
116
C47H57GeN3O2ReSeSi4 wB97M-V/def2-TZVPD
Re 11.8157 15.7372 14.0656
Se 14.1618 14.6415 14.6139
Ge 12.5486 12.8727 11.9323
Si 12.1961 17.6743 12.5076
Si 10.9659 18.5133 16.7142
Si 12.7140 17.2806 15.6814
Si 14.7521 18.6136 15.8153
O 15.2730 15.8281 18.3684
O 13.0743 16.1973 17.0975
N 11.4651 14.4795 16.9138
N 9.7238 15.6314 13.7132
N 10.8156 15.0764 15.9372
C 8.4914 12.2367 12.2132
C 10.7123 12.6470 11.4262
C 18.0064 13.6294 13.3806
C 9.0747 11.7849 9.8901
C 8.1111 11.7815 10.9078
C 14.5706 10.9646 12.7337
C 14.3382 14.9911 8.8306
C 14.3745 8.9062 13.9122
C 14.4093 12.3216 9.5360
C 9.5850 14.8402 15.9027
C 11.8998 19.4535 13.2845
C 18.0675 13.8896 12.0046
C 7.8286 15.7497 12.3335
C 15.1033 14.1072 8.0760
C 10.3647 12.2169 10.1603
C 13.4027 14.1492 18.1905
C 11.3161 17.9295 10.8850
C 8.9107 15.2386 14.6556
C 12.3923 10.2100 13.3233
C 10.9789 17.9555 18.5450
C 13.2038 11.1550 12.7372
C 15.7964 14.3675 13.4854
C 13.8796 12.0226 19.1636
C 15.1374 12.7533 8.4539
C 9.2054 15.8964 12.5048
C 11.4814 20.2888 16.5697
C 12.5516 15.0205 17.3478
C 15.7824 14.6769 12.1698
C 13.0257 9.1264 13.9053
C 7.5589 15.2574 14.5211
C 15.1848 9.8447 13.3417
C 14.7272 14.5300 18.4533
C 15.2048 12.4031 19.4356
C 16.1119 17.4690 15.2168
C 9.2370 18.0623 16.0852
C 13.6419 13.2133 10.3191
C 14.9391 18.9913 17.6767
C 14.9493 20.2014 14.7747
C 12.7853 14.3243 13.2542
C 6.9870 15.6826 13.3910
C 9.7897 12.6471 12.4701
C 13.0253 12.8355 18.4352
C 16.9180 14.3607 11.4506
C 15.6402 13.6019 18.9593
C 13.5733 14.5174 9.9180
C 16.9009 13.8583 14.1534
C 14.0053 17.4494 12.1227
H 14.0895 16.7660 11.2670
H 7.7651 12.2331 13.0742
H 8.6957 17.5407 16.9154
H 8.6484 18.9593 15.8166
H 9.8578 15.8918 11.6777
H 10.8026 19.6038 13.4371
H 14.4864 11.3254 9.8530
H 15.8915 11.8112 20.0941
H 10.1920 18.0068 10.9201
H 17.0254 13.6303 15.2400
H 10.8719 16.8840 18.8462
H 14.9846 15.1904 11.7136
H 5.9208 15.7456 13.3334
H 14.5007 18.2744 18.2968
H 16.0502 16.4890 15.5463
H 8.7507 11.3665 8.9407
H 16.8512 14.5233 10.3754
H 15.2036 11.7364 12.3809
H 14.8639 19.8587 13.7506
H 10.1514 18.4480 19.1190
H 16.1606 17.4219 14.2044
H 13.5434 11.0342 19.2504
H 14.5142 19.9397 17.9664
H 14.5928 16.4366 18.0800
H 12.9981 15.2090 10.5780
H 14.4589 18.4205 11.8497
H 12.4634 19.6218 14.2286
H 10.8507 21.0225 17.0934
H 11.3306 20.7660 15.5958
H 19.0067 13.7820 11.5145
H 14.7895 7.9676 14.3788
H 11.8054 18.3792 19.0690
H 12.5578 20.3552 16.8372
H 15.6012 11.9439 7.8906
H 15.7918 14.5266 7.2613
H 11.1691 12.1691 9.4249
H 11.7704 18.7181 10.3102
H 12.1742 20.2823 12.6065
H 12.0117 12.4075 18.0885
H 9.3142 17.3962 15.2423
H 7.5398 15.7889 11.3362
H 16.2828 9.6474 13.2365
H 9.9829 12.9696 13.4528
H 16.6802 13.8608 19.1996
H 11.4066 10.2289 13.2808
H 14.5276 17.0790 12.9646
H 14.3350 16.0456 8.5339
H 17.0664 17.8534 15.5979
H 18.8486 13.2821 13.9661
H 7.1239 11.4246 10.7486
H 12.3363 8.3350 14.1991
H 6.9712 15.0678 15.3644
H 15.9885 18.9357 17.9404
H 16.0070 20.2516 14.8618
H 11.3975 17.0674 10.1567
H 9.0538 14.4202 16.6267
H 14.3993 21.1054 15.0369
```

---

# 3
Formula: C5H13NO
Source: OMol25
Level of theory: wB97M-V/def2-TZVPD

Results
multiplicity	1
LUMO	1.00	eV
energy above the lowest of the compared OMol25 structures with the same formula, charge and spin	3.269	eV
structure (SMILES)	CN[C@@H](C)CCO
orbital gap	9.57	eV
total energy	-8930.7423	eV
HOMO	-8.57	eV
molecular weight	103.16	g/mol

```
20
C5H13NO wB97M-V/def2-TZVPD
O -1.6231 1.5994 2.0765
N 1.4506 -0.5205 -0.4209
C -0.0732 -0.5830 -0.6393
C -0.7106 -0.1097 0.7113
C -0.7235 1.3800 1.0281
C -0.6410 -1.9203 -1.2544
C 2.2314 0.2442 -1.4486
H 1.8294 -1.4726 -0.2718
H 1.8809 -0.1744 -2.3832
H -0.2361 0.1199 -1.5285
H -1.3433 0.9614 2.7967
H -1.7265 -1.8410 -1.3026
H -1.7016 -0.4698 0.4604
H 0.3518 1.5311 1.2834
H -0.4205 -2.8383 -0.4287
H -0.2230 -2.3208 -2.1774
H -0.9833 2.1400 0.2226
H 2.1621 1.3232 -1.1294
H 3.2697 0.1736 -1.3232
H -0.5271 -0.3513 1.7333
```

---

# 4
Formula: C10H10F5HgN
Source: OMol25
Level of theory: wB97M-V/def2-TZVPD

Results
total charge	-2
multiplicity	1
LUMO	6.02	eV
orbital gap	4.00	eV
total energy	-29776.7590	eV
HOMO	2.02	eV
molecular weight	439.78	g/mol

```
27
C10H10F5HgN wB97M-V/def2-TZVPD
Hg -0.0073 -0.1535 0.1991
F -0.6247 -1.5068 3.0209
F 1.4148 -0.6329 3.0000
F -0.1077 0.1258 4.4064
F -1.7034 0.9174 2.2655
F 0.3432 1.8365 2.3146
N 1.3683 1.3648 -0.4102
C 0.2297 -2.4166 0.2432
C 0.7967 2.4049 -2.4871
C 0.0891 -0.3469 3.1758
C -0.9420 1.6122 -0.8122
C 1.0083 -1.9624 -0.8779
C -1.1501 -2.1214 -0.0244
C 0.1065 -1.3794 -1.8328
C 0.4685 1.8352 -1.2741
C -0.3554 0.6814 2.1401
C -1.2248 -1.4781 -1.3068
H -1.7232 1.5573 -1.5736
H -2.1293 -1.1040 -1.7825
H 0.6185 -2.8932 1.1363
H 0.0261 2.8253 -3.1139
H 2.0927 -2.0107 -0.9669
H 2.3797 1.3761 -0.6095
H 1.8381 2.4785 -2.7726
H -1.2176 2.1962 0.0651
H 0.3925 -0.8729 -2.7550
H -1.9873 -2.3329 0.6326
```